Formula: C54H141N7O26
Source: the Open Molecules 2025 dataset
Level of theory: ωB97M-V/def2-TZVPD

```
228
Properties=species:S:1:pos:R:3:forces:R:3
C 4.918950 1.906131 -1.896944 -1.79 1.85 0.84
C -3.028114 4.356793 6.735440 -0.46 0.04 -0.31
H -0.019762 -2.189530 0.781959 -0.60 -1.05 -1.14
H 2.985332 0.929829 -5.376220 -0.49 -0.20 0.27
H -8.188205 1.583654 -6.428161 -0.31 -0.10 0.56
H -1.039781 4.773905 1.412796 -0.37 0.42 0.80
H -1.831088 -4.692232 5.757830 0.12 0.62 0.31
H -3.561943 -0.995537 -1.091874 -0.46 0.25 0.24
H 1.741142 0.929470 5.840788 0.04 -0.03 -0.20
H -2.089765 4.278488 7.270758 0.03 0.12 0.67
H 4.865861 -1.358702 5.514729 -0.08 0.67 1.49
C 1.615557 1.542891 -4.055154 -0.37 -2.42 -1.03
C 6.429090 3.319292 -3.215645 0.02 0.52 0.66
H 1.771218 -1.423796 -6.594886 0.27 1.28 -0.19
H 4.073817 -2.171153 7.927750 0.23 0.09 -0.24
H 2.477484 7.081183 -6.037799 0.22 -0.17 1.22
O 3.432637 0.057119 5.513422 -0.07 0.34 -0.12
H 6.108612 -1.847333 -0.975461 -0.31 0.67 0.37
H -5.455074 -2.105397 -2.070620 0.10 0.20 0.08
H -4.548447 0.425295 -0.585448 -0.22 -0.48 -0.34
H -2.393165 -6.828675 3.272166 -0.04 -0.03 0.41
O -8.137054 -0.190595 -5.224960 0.46 0.21 0.43
O 1.159606 6.301691 -4.652655 -0.61 -0.09 0.53
H 5.311668 -1.134225 0.501638 -0.23 -0.45 0.01
H -0.400018 -5.170951 5.022946 0.55 -0.43 -0.97
H -1.336680 -2.119002 -3.263068 -0.27 0.93 1.01
H 4.979316 -0.050236 6.887247 0.00 -0.48 -0.36
C -0.797879 5.009497 -4.905795 0.98 -1.14 1.58
O 8.401314 2.107856 -3.869290 -1.12 0.54 -0.09
H 2.076626 2.361043 0.113821 0.27 0.75 0.28
H -2.853183 -6.569882 0.078116 0.36 -0.24 0.25
H -0.086346 0.057693 -2.173023 -0.09 -0.24 0.30
C 0.553891 2.099299 4.794276 0.34 0.22 -2.73
H 4.016412 0.403956 -0.647878 -0.33 -0.16 -0.47
H -0.394489 0.479440 -7.197776 -0.09 0.20 0.09
H -4.578158 3.109325 6.269670 0.77 0.16 0.17
O -0.109938 4.316749 3.913090 -0.22 0.25 -2.42
H 2.152612 2.424711 -4.091530 0.62 2.30 -0.43
C 7.544580 3.224442 -4.259530 1.34 -0.18 0.93
C 4.320068 -0.726274 6.305145 0.71 -0.61 -1.76
O -3.020936 -0.008805 4.483116 0.14 -0.39 -0.55
H 2.854156 7.300176 -4.263852 0.42 0.73 0.66
H 2.060465 0.144350 1.428619 0.54 -0.38 0.13
H 2.612708 -4.134438 -0.146580 -0.85 -0.37 1.23
H 0.272458 1.737651 -0.760234 -0.32 0.10 0.32
C -1.907522 -7.810550 3.294143 -1.08 -1.20 -0.89
H -3.846364 -9.472186 5.380766 0.37 -0.17 0.18
C 2.002199 -3.488047 2.746505 1.06 -0.24 1.14
H -3.740731 -2.877228 -9.355459 -0.46 0.15 -0.31
H 10.190335 2.967804 -4.202571 0.99 1.70 0.28
O 1.095029 1.633205 5.964947 -0.05 -0.75 1.56
H 2.111233 -3.232197 8.326431 -0.06 -0.91 0.32
H -2.657305 5.420519 -2.779594 -0.10 0.22 0.40
H -0.140462 3.547365 0.623116 0.16 -0.83 0.24
O -1.308599 4.673051 -0.570357 -0.97 -0.38 -0.06
C -1.504471 -5.055323 -0.255701 0.86 1.27 1.21
H -2.125300 -8.913318 5.660879 -0.14 -0.04 0.47
O 1.837427 -4.132218 1.482666 -1.44 0.48 0.89
H 7.018221 -1.229505 0.329799 1.48 0.65 0.59
H -4.543087 5.309858 8.228457 0.61 -0.33 -0.70
C -0.999024 -2.743251 -4.042730 0.95 -0.65 -0.46
C -5.822000 6.650838 6.236356 0.09 -0.49 0.75
O 2.855545 -1.462989 1.606242 -0.20 0.83 1.17
H -0.160406 1.781612 -5.236442 0.34 0.43 0.03
H -3.336152 6.370465 7.402405 -1.17 -0.69 -0.61
H 3.924151 2.337418 -2.186923 0.66 -0.56 0.16
C -5.456566 -0.997975 -1.963308 -0.62 -1.33 -0.70
H -8.761631 -0.816225 -2.737054 0.83 0.62 -0.01
O -4.982311 5.533085 6.206594 1.06 -0.33 0.44
H 6.579356 1.403914 -2.798439 1.89 -1.66 0.37
H -0.941986 -7.725963 3.830787 -0.53 -0.41 0.18
H 0.058996 3.864855 5.796697 -0.01 0.00 0.67
H -4.062473 -0.415237 1.911283 0.15 -0.03 -0.40
C -4.111822 -1.379063 1.371505 -0.67 0.63 1.30
O 2.214752 3.617138 2.416551 0.36 -1.91 -0.40
C -0.490189 -2.865038 -0.006251 0.44 -0.27 2.25
H -1.975544 3.311795 0.837002 0.80 0.32 0.39
C -4.009471 5.455247 7.248355 0.64 -0.48 0.44
H 4.269070 -3.097670 -0.731085 -0.09 0.14 -0.02
O 0.029570 -2.054071 -4.740222 0.03 0.58 -0.52
H -1.073114 -9.077411 1.783231 0.80 -1.31 0.00
H -4.107789 0.460593 6.173737 -0.68 -0.63 0.70
H 1.043334 -4.710828 6.708253 0.65 -0.58 -0.74
C -3.781406 0.907969 5.262792 2.29 0.26 0.42
N 5.848920 2.017819 -2.933437 -0.05 1.24 -2.55
H -2.501737 2.552171 4.720616 -0.38 0.10 0.37
H -0.340809 -3.402955 -6.166135 0.37 -0.71 -0.11
H -3.112931 -1.682660 1.091010 0.38 -0.28 -0.22
H 4.195416 3.655418 1.674978 -0.65 -0.04 -0.07
C 1.526212 -2.824730 7.515889 -0.45 0.51 -0.09
C -4.600322 -0.656671 -0.843188 1.75 -0.24 2.55
C 1.021815 -2.060756 -7.021977 0.38 0.48 -0.27
H -0.350211 5.584473 -2.978834 0.41 0.41 0.15
C -7.674949 -0.783010 -2.983669 0.58 -1.70 1.57
O -0.814010 -4.112074 0.620146 -0.50 0.35 -0.05
H -3.510537 -7.753619 5.400734 0.46 -0.29 0.03
N -3.590547 3.017904 6.561480 -1.98 0.17 -0.16
H 1.892876 1.134524 -3.106285 -0.04 -0.58 0.91
O -2.839402 -8.834053 3.749858 1.05 1.16 0.67
H 1.129074 4.295483 -5.218100 0.59 0.05 -0.32
C -1.962666 3.794003 -1.484361 0.96 0.78 -0.72
H -2.749137 -8.541883 1.458970 1.82 0.63 0.33
C 0.523762 -3.813753 6.971935 -2.06 -0.47 0.45
H -7.550033 1.185877 -3.828611 0.48 -0.52 0.12
C -1.117729 4.005252 0.678432 -0.33 0.25 -1.16
O 0.064758 -0.258560 -1.243796 0.16 0.52 0.39
N -6.805301 -0.516261 -1.782208 -1.50 0.17 -0.83
H -6.687629 0.706404 -6.537806 -0.30 -0.37 0.68
C 2.700715 4.349446 0.202598 1.16 -1.32 0.45
H -1.278240 -0.813927 -6.316636 0.09 0.45 -0.93
H -1.405167 5.848340 -5.128801 -0.88 0.90 -0.40
H -0.483882 1.841117 4.559092 -0.02 -0.64 0.43
O 2.296638 -1.620431 -1.001687 1.25 -0.46 -0.28
C 6.135894 -1.030154 -0.206455 -1.77 -0.56 -1.14
C 3.223230 4.198838 1.631437 0.57 0.49 -0.89
H -3.001149 3.558563 -1.211191 0.21 -0.16 0.54
H 0.559207 5.543358 -6.466200 0.34 -0.47 0.15
H 6.845082 3.845327 -2.250794 -0.80 -0.74 -1.51
C 2.471252 6.631030 -4.986243 -1.00 0.26 -2.58
H 4.640143 1.737251 5.385313 -0.67 0.05 -0.46
H 9.594505 2.025680 -5.560237 0.03 0.07 -0.03
O -2.652123 -1.646449 -8.335619 0.61 0.95 0.77
H 5.259130 2.557145 -1.083950 -0.23 -0.05 0.66
H -1.867451 -2.922663 -4.692725 0.30 -0.46 0.05
C -3.069621 -8.741680 5.146797 -0.66 0.43 -0.61
H -1.403537 -1.390969 4.606701 -0.50 0.25 -0.41
C -3.373872 -1.855413 -9.477905 -1.44 -1.06 -0.74
H -2.799718 0.390256 -7.971633 0.20 -0.22 0.09
H -6.255747 0.035463 -4.463760 -1.00 0.13 0.95
H 4.039016 -2.786964 2.568773 1.22 -0.66 0.01
H 1.862533 4.997973 0.254999 -1.12 0.55 -0.15
H -4.579945 1.251507 4.663897 -1.07 0.14 -0.69
C -0.899328 -0.477023 -7.327017 -0.14 -0.19 0.96
H -0.204888 -4.233553 7.767425 0.74 1.21 -0.96
O 2.387627 3.106958 -0.438802 -0.03 0.09 -0.24
C -7.326734 0.122873 -4.085394 0.19 1.73 -1.95
H -0.734159 -5.486802 -0.865782 0.19 -0.17 -1.00
H 3.439143 5.199919 2.001430 -0.14 0.12 0.19
H 1.395832 -3.435426 -5.407239 -1.27 0.35 -0.92
H 1.427796 -1.173560 -1.121372 0.24 -0.10 -0.55
O -0.513113 0.443404 -3.812530 -0.22 -1.44 0.51
N 0.040855 -1.416002 -7.889212 0.19 -1.43 -0.87
H -4.923423 -0.663883 -2.844185 -0.46 0.59 -0.48
H -2.623551 3.858492 -3.468341 -0.23 -0.63 -0.72
C -0.990120 -4.283759 5.161213 -0.54 -0.18 1.24
H 1.595740 3.941925 4.942384 0.44 0.00 0.26
H -1.320824 2.878989 -1.554725 -0.86 0.53 -0.29
C 0.535373 -2.823442 -5.862583 -0.41 -1.50 2.17
C -2.055461 -0.360653 -8.294755 -0.28 0.37 0.60
H 2.301868 -4.275192 3.496938 -0.06 0.88 -0.47
C -2.016623 -6.118321 0.651378 -2.55 -0.53 0.37
H -0.423745 1.305897 1.813841 0.63 -0.97 -1.26
H 3.390089 1.451920 4.021821 0.62 0.01 0.42
O 2.755737 -4.467412 -1.022238 0.64 -0.44 -0.54
O 2.099969 0.636984 -5.099183 0.23 0.56 0.24
H -0.226650 -6.836468 1.355107 0.34 0.03 0.34
H 5.657461 3.935596 -3.713298 0.18 0.20 0.67
H -1.451069 -3.833816 4.293438 0.32 -0.12 -0.50
O -5.034100 -1.390705 0.340743 -0.10 0.70 -2.18
H -1.337365 0.898779 -0.377187 0.53 0.65 0.18
H -6.661150 6.494446 6.932921 -0.04 0.04 -0.25
H -7.460663 -1.808340 -3.325337 -0.09 -0.05 -0.13
C 3.075994 -2.368691 2.689448 -1.42 0.94 0.32
H 1.096725 -1.943262 8.015634 -0.58 0.05 -0.39
H 0.845083 -4.240278 1.428659 1.15 -0.20 -0.70
H -4.215219 -1.153068 -9.676176 0.35 -0.26 0.47
H 4.971893 0.545721 4.180869 -0.33 -0.25 -0.34
H 2.805152 -1.835963 0.724143 -0.15 -0.61 -0.73
H 1.629430 -2.762708 -7.596089 -0.27 -0.08 -0.34
H 2.106655 -1.860891 5.813056 -0.62 0.15 -0.47
H -1.445784 -0.152496 5.868093 -0.11 -0.17 -0.64
H -2.310773 -4.527744 -0.837734 0.73 -0.53 0.57
O 6.021446 0.257957 -0.774374 1.79 -0.86 0.24
C 4.802241 0.498060 -1.405848 -0.39 0.43 -0.30
C 3.499243 -1.562418 7.225931 -1.38 -0.76 -0.35
H 4.627985 -0.121151 -2.321309 0.08 -0.14 0.85
C -7.777374 0.569534 -6.343389 0.62 0.21 -0.81
C -2.063010 4.508850 -2.831652 1.27 -0.08 0.16
H 4.333702 -3.955918 -2.214205 0.04 -0.17 -0.69
H -0.180607 -0.327287 -4.369002 -0.24 0.89 0.59
H -4.571765 -2.052100 2.077140 0.45 -0.50 0.55
H 0.199035 -3.064852 -0.773995 1.08 0.08 -1.12
H 1.885374 -2.886103 -2.569164 1.33 0.50 -0.13
H 1.070902 -3.062786 3.126726 -0.19 0.05 -0.26
C -2.910802 2.097781 5.652723 0.62 0.91 0.19
H 3.468202 4.828439 -0.399228 0.09 0.02 -0.25
H -2.055085 1.783524 6.241701 0.40 -0.45 -0.23
O -0.210483 -3.299470 5.804368 0.78 -0.12 1.54
H -7.212534 -1.039198 -1.001807 0.29 0.39 -0.22
N -0.721998 4.767410 -3.419739 -1.35 -0.76 -1.17
H -0.540263 -3.636997 -3.567506 -0.68 0.06 -0.45
H 3.046444 5.743860 -5.061854 0.99 -0.95 0.17
H 8.181548 4.168632 -4.182393 -0.89 -0.96 -0.46
O 1.563547 0.975576 1.392851 -0.69 -0.11 -0.51
C 3.635762 -3.494525 -1.535302 0.20 -0.32 0.42
C -0.228070 0.854084 -0.352176 -0.56 -1.40 0.20
H -8.122423 0.004351 -7.180906 -0.43 -0.24 -0.75
H 1.157772 1.777825 3.896429 -0.49 0.18 0.70
C 0.184600 0.607510 1.125228 -0.10 3.09 0.21
C -1.697455 -8.236810 1.844253 -1.72 1.48 -0.24
H -2.587309 -1.422923 5.952618 -0.15 -0.27 -0.40
H 10.265529 1.248360 -4.101376 -0.70 0.40 -0.15
H -0.507411 -2.156424 -8.382740 0.71 0.80 0.71
N -1.117832 -7.172920 1.047542 -0.26 0.08 -1.19
C 0.612913 5.237867 -5.403768 -0.71 0.64 0.04
H 3.381077 -1.809435 -2.852074 -0.43 0.08 0.25
H -0.201388 2.535460 -3.632347 -0.35 -0.72 0.21
H -5.240553 7.482420 6.630022 -0.18 0.60 -0.47
C -2.084361 -0.786752 5.208390 0.16 0.76 1.81
C 0.574217 3.589578 4.890794 0.36 1.05 0.01
H -2.562272 -5.647583 1.515963 0.54 0.02 -0.52
H -2.743770 4.786351 5.780021 0.20 0.05 -0.59
H -2.763716 -1.864611 -10.362262 0.60 0.19 -0.62
H -1.724126 -0.044578 -9.288983 0.22 -0.22 -0.07
H 0.009101 -0.368166 1.484649 -0.23 -1.23 0.11
H 3.081460 -1.699129 3.619895 -0.16 -1.24 -1.11
N 2.499206 -2.451222 6.519269 1.94 0.78 0.59
H -1.169006 4.096169 -5.410059 -0.10 0.46 0.33
C 4.132774 1.010662 4.711067 0.21 0.08 0.62
C 9.660965 2.108363 -4.469305 -0.12 -1.77 -0.45
C 2.814065 -2.408481 -2.120044 -2.11 0.79 -0.08
H -1.362880 -2.411524 -0.394073 -1.05 0.63 -0.42
H 2.189473 2.677803 2.060045 -0.57 1.10 0.95
H -6.155888 6.723150 5.209762 -0.31 0.71 -0.01
H 7.126048 3.076995 -5.279168 0.42 0.02 0.49
H 0.376498 4.352465 3.032732 -0.39 -0.44 1.92
H 2.913272 -0.855174 7.806368 -0.04 0.33 0.52
C 0.113477 1.630470 -4.181521 0.76 1.15 -1.16
```
Forces are in eV/Å.

The calculation puts the LUMO energy at 0.417 eV. As for the HOMO-LUMO gap: 0.318 Ha. The calculation puts the HOMO energy at -8.243 eV. The value obtained for the energy above the lowest of the compared OMol25 structures with the same formula, charge and spin is 76.16 kJ/mol.